C34H31N2OPPdS | ωB97M-V/def2-TZVPD

Each line ends with the Löwdin charge.
CARTESIAN COORDINATES (ANGSTROEM)
Pd  0.4850  0.3121  -0.8153  0.57
C  4.5870  0.3706  3.7529  -0.08
C  4.8736  -0.6435  2.6534  -0.20
N  4.4796  -0.1889  1.3148  -0.13
C  5.5396  0.3183  0.4468  -0.26
C  5.8187  1.8012  0.6489  -0.08
C  3.1844  -0.2058  0.9460  -0.66
S  2.8115  0.4319  -0.6189  0.74
N  2.3570  -0.6684  1.8955  0.10
C  1.1347  -1.1318  1.6833  -0.43
O  0.5135  -1.2626  0.5931  -0.17
C  0.4115  -1.5953  2.9155  -0.13
C  1.0595  -1.6985  4.1432  -0.02
C  0.3607  -2.1061  5.2687  -0.08
C  -0.9918  -2.4079  5.1769  -0.09
C  -1.6437  -2.3039  3.9559  -0.08
C  -0.9439  -1.9024  2.8291  -0.02
H  4.8604  -0.0500  4.7226  0.07
H  3.5270  0.6167  3.7689  0.06
H  5.1585  1.2875  3.6103  0.06
H  4.3614  -1.5800  2.8660  0.11
H  5.9425  -0.8521  2.6044  0.11
H  5.2618  0.1280  -0.5869  0.07
H  6.4325  -0.2732  0.6537  0.11
H  4.9103  2.3801  0.4810  0.07
H  6.5768  2.1383  -0.0594  0.08
H  6.1828  2.0067  1.6558  0.06
H  2.1111  -1.4535  4.1995  0.10
H  0.8704  -2.1882  6.2201  0.10
H  -1.5370  -2.7233  6.0575  0.10
H  -2.6994  -2.5323  3.8804  0.10
H  -1.4407  -1.8153  1.8727  0.10
C  -5.0769  -0.6432  1.7364  -0.08
C  -4.2016  0.4277  1.8793  -0.08
C  -3.1981  0.6251  0.9463  -0.09
C  -3.0681  -0.2401  -0.1392  -0.35
C  -3.9429  -1.3092  -0.2794  -0.08
C  -4.9458  -1.5087  0.6601  -0.08
P  -1.7212  0.0804  -1.2960  1.02
C  -1.7481  -1.2752  -2.5124  -0.34
C  -2.2403  -1.1250  -3.8035  -0.07
C  -2.1997  -2.1913  -4.6916  -0.08
C  -1.6777  -3.4120  -4.2924  -0.08
C  -1.1830  -3.5669  -3.0029  -0.07
C  -1.2098  -2.5026  -2.1172  -0.10
C  -2.1419  1.5950  -2.1580  -0.32
C  -3.3972  2.0236  -2.4926  -0.08
C  -3.5446  3.1902  -3.2712  -0.08
C  -2.4386  3.8769  -3.6885  -0.03
C  -1.1305  3.4676  -3.3288  -0.17
C  0.0186  4.2018  -3.7024  -0.05
C  1.2438  3.7963  -3.2640  -0.08
C  1.3885  2.6570  -2.4376  -0.15
C  0.3142  1.8907  -2.0527  -0.24
C  -0.9733  2.3109  -2.5260  -0.20
H  -5.8592  -0.8040  2.4669  0.10
H  -4.2949  1.1004  2.7213  0.11
H  -2.5007  1.4468  1.0659  0.11
H  -3.8403  -1.9913  -1.1165  0.11
H  -5.6243  -2.3445  0.5484  0.10
H  -2.6471  -0.1725  -4.1230  0.10
H  -2.5763  -2.0639  -5.6983  0.10
H  -1.6470  -4.2413  -4.9874  0.10
H  -0.7625  -4.5140  -2.6911  0.11
H  -0.7936  -2.6133  -1.1234  0.09
H  -4.2700  1.4662  -2.1728  0.11
H  -4.5345  3.5340  -3.5412  0.10
H  -2.5497  4.7716  -4.2904  0.11
H  -0.0931  5.0844  -4.3208  0.11
H  2.1284  4.3592  -3.5368  0.10
H  2.3840  2.4048  -2.1025  0.02

Properties
Kohn-Sham gap = 8.07 eV
HOMO = -7.78 eV
spin multiplicity = 1
LUMO energy = 0.3 eV


C38H33BrCrF9N5O5P | ωB97M-V/def2-TZVPD

Each line ends with the Löwdin charge.
CARTESIAN COORDINATES (ANGSTROEM)
Cr  -0.3364  -0.0123  -0.0193  0.45
C  -2.0099  0.1306  3.6562  0.01
C  -0.5743  0.1216  3.2911  -0.32
N  -0.0197  0.0869  2.0819  0.06
C  1.3436  0.0983  2.2682  -0.13
C  1.6155  0.1290  3.6147  -0.04
N  0.3938  0.1465  4.2278  0.21
C  2.8572  0.0976  4.4503  -0.48
O  4.0010  0.0540  3.8193  0.16
O  2.7257  0.1013  5.6468  0.13
C  2.2420  0.0340  1.0842  -0.59
O  3.4600  0.0487  1.2357  0.09
O  1.6272  -0.0500  -0.0277  -0.16
H  -2.6480  0.1918  2.7794  0.01
H  -2.2226  0.9794  4.3057  0.09
H  -2.2617  -0.7729  4.2126  0.10
H  0.2943  0.1544  5.2361  0.19
H  3.9401  0.0560  2.8196  0.09
O  -1.9230  -0.0969  -5.9089  0.13
C  -1.4447  -0.1386  -4.6738  -0.29
C  -0.0883  -0.3100  -4.3567  0.02
C  0.3218  -0.2941  -3.0405  -0.13
N  -0.5443  -0.1041  -2.0308  -0.13
C  -1.8161  0.0283  -2.3496  -0.22
Br  -2.7839  0.0773  0.1563  0.45
C  -2.3439  0.0034  -3.6028  0.03
H  -1.2358  -0.1891  -6.5846  0.14
H  0.6392  -0.4320  -5.1438  0.13
H  1.3631  -0.4235  -2.7766  0.14
H  -3.4015  0.0853  -3.7860  0.13
F  -1.4590  4.9407  -6.1710  0.15
C  -1.2635  5.7395  -5.1130  -0.60
F  -0.3172  6.6218  -5.4628  0.16
F  -2.3944  6.4292  -4.9283  0.15
C  -0.8828  4.9608  -3.8803  -0.10
C  -1.1616  5.4982  -2.6311  0.02
C  -0.8830  4.7617  -1.4975  -0.06
C  -0.3372  3.4851  -1.6027  -0.31
C  0.0254  2.9978  -2.8539  -0.06
C  -0.2555  3.7289  -3.9941  0.01
P  -0.0120  2.4852  -0.0990  1.13
C  -1.1960  3.1745  1.1008  -0.37
C  -2.5023  3.4498  0.6944  -0.12
C  -3.4551  3.8404  1.6157  0.02
C  -3.1060  3.9451  2.9538  -0.10
C  -1.8042  3.6966  3.3698  0.00
C  -0.8579  3.2885  2.4477  -0.09
C  -4.1412  4.3041  3.9897  -0.59
F  -5.3876  4.0774  3.5706  0.16
F  -3.9659  3.5820  5.1119  0.14
F  -4.0733  5.5941  4.3484  0.16
C  1.6046  3.2584  0.3107  -0.30
C  1.6981  4.4004  1.1048  -0.06
C  2.9328  4.9485  1.3968  0.02
C  4.0833  4.3532  0.8954  -0.09
C  3.9982  3.2624  0.0438  0.02
C  2.7587  2.7291  -0.2629  -0.07
C  5.4192  4.9416  1.2757  -0.60
F  5.5788  6.1656  0.7466  0.15
F  6.4496  4.2014  0.8648  0.15
F  5.5353  5.0791  2.6041  0.15
H  -1.6089  6.4758  -2.5474  0.13
H  -1.1039  5.1805  -0.5290  0.11
H  0.5280  2.0461  -2.9381  0.08
H  -0.0072  3.3432  -4.9707  0.13
H  -2.7822  3.3511  -0.3447  0.11
H  -4.4665  4.0477  1.3053  0.13
H  -1.5421  3.8153  4.4095  0.13
H  0.1477  3.0660  2.7788  0.11
H  0.8106  4.8696  1.4983  0.10
H  3.0035  5.8284  2.0178  0.13
H  4.8972  2.8260  -0.3610  0.13
H  2.6981  1.8869  -0.9373  0.11
C  -0.5863  -2.9869  -1.2588  -0.14
C  -0.5275  -4.5372  -1.1655  -0.13
N  -0.0611  -4.9211  0.1449  -0.17
C  1.2495  -4.3654  0.3837  -0.13
C  1.1626  -2.8156  0.3458  -0.13
N  -0.2106  -2.3808  0.0312  -0.18
C  -1.1175  -2.9107  1.0655  -0.16
C  -0.9856  -4.4570  1.1519  -0.14
H  -1.5943  -2.6565  -1.5229  0.12
H  0.1165  -2.6381  -2.0183  0.11
H  0.1582  -4.9435  -1.9119  0.13
H  -1.5119  -4.9795  -1.3261  0.13
H  1.9323  -4.7404  -0.3810  0.13
H  1.6044  -4.7133  1.3561  0.13
H  1.8355  -2.4128  -0.4143  0.13
H  1.4482  -2.4049  1.3170  0.12
H  -2.1405  -2.6352  0.8042  0.08
H  -0.8612  -2.4534  2.0236  0.11
H  -1.9508  -4.9377  0.9822  0.13
H  -0.6132  -4.7655  2.1303  0.13

Properties
Kohn-Sham gap (spin up / spin down) = 7.22 / 7.69 eV
HOMO (spin up / spin down) = -11.09 / -11.11 eV
⟨S²⟩ = 6.06
spin multiplicity = 5
charge = +1
LUMO energy (spin up / spin down) = -3.9 / -3.4 eV


C20H22N2O2 | ωB97M-V/def2-TZVPD

Each line ends with the Löwdin charge.
CARTESIAN COORDINATES (ANGSTROEM)
O  0.4218  -3.7878  -2.3520  -0.08
C  -0.4758  -2.7152  -2.1837  -0.23
C  0.1617  -1.6161  -1.3217  -0.16
N  1.5041  -1.3442  -1.8313  -0.18
C  1.5575  -0.1699  -2.6915  -0.19
C  1.2527  1.0558  -1.9657  0.00
C  0.9771  1.9794  -1.2518  0.02
C  0.5378  2.9867  -0.2967  -0.13
N  -0.3646  2.3657  0.6435  -0.01
C  0.0147  1.3705  1.5162  -0.16
C  1.2864  0.9137  1.8307  -0.03
C  1.3928  -0.1114  2.7520  -0.09
C  0.2660  -0.6702  3.3507  -0.09
C  -1.0012  -0.2144  3.0464  -0.02
C  -1.1346  0.8128  2.1215  -0.10
C  -2.2610  1.5040  1.5600  -0.10
C  -3.6324  1.4080  1.7529  -0.02
C  -4.4636  2.2346  1.0238  -0.10
C  -3.9422  3.1476  0.1104  -0.09
C  -2.5812  3.2637  -0.0976  -0.02
C  -1.7381  2.4390  0.6336  -0.15
C  2.5371  -1.3794  -0.8054  -0.17
C  3.0263  -2.8169  -0.5468  -0.25
O  2.0733  -3.6600  0.0391  -0.07
H  1.2390  -3.3953  -2.6954  0.08
H  -1.3657  -3.1185  -1.6990  0.12
H  -0.7628  -2.3122  -3.1652  0.11
H  0.2319  -1.9658  -0.2899  0.12
H  -0.4705  -0.7199  -1.3271  0.12
H  0.8289  -0.3034  -3.4985  0.13
H  2.5553  -0.1065  -3.1372  0.13
H  1.4013  3.4008  0.2387  0.13
H  0.0212  3.8019  -0.8093  0.12
H  2.1667  1.3368  1.3697  0.11
H  2.3703  -0.4917  3.0102  0.10
H  0.3920  -1.4733  4.0609  0.10
H  -1.8734  -0.6477  3.5124  0.11
H  -4.0356  0.6989  2.4601  0.11
H  -5.5334  2.1757  1.1586  0.10
H  -4.6168  3.7794  -0.4486  0.10
H  -2.1990  3.9775  -0.8129  0.10
H  3.3962  -0.7992  -1.1496  0.13
H  2.1858  -0.9445  0.1397  0.10
H  3.3983  -3.2434  -1.4901  0.12
H  3.8598  -2.7700  0.1601  0.12
H  1.3959  -3.8761  -0.6241  0.05

Properties
Kohn-Sham gap = 8.64 eV
HOMO = -7.97 eV
structure (SMILES) = OCCN(CC#CCn1c2ccccc2c2ccccc21)CCO
spin multiplicity = 1
LUMO energy = 0.7 eV


The calculation returns the following relative energy (zero: lowest compared OMol25 entry of this formula, charge and spin) values, one per record and in order: 0.0 93.3 335.5 kJ/mol.
The calculation returns the following electronic energy values, one per record and in order: -64395.246 -189839.399 -28170.665 eV.